A molecular structure, C26H44B3Cl32F3O3 in a non-equilibrium geometry, computed with the ωB97M-V functional and the def2-TZVPD basis.

Values from the calculation:
Charge: 0
Gap between HOMO and LUMO: 9.413 eV
E_LUMO: -0.14 eV

Element x y z (Å)
C  -3.39798  7.39475  -2.64791
C  -2.59690  6.73009  -2.06757
C  -1.44243  5.95086  -1.57517
C  -0.53065  6.82371  -0.65918
C  0.88268  6.13395  -0.49646
B  1.32660  6.03518  1.01210
O  2.17193  6.91272  1.67438
B  2.63194  6.19858  2.78657
C  2.55845  6.81330  4.19592
C  2.21111  7.10996  5.29751
O  3.10885  4.89306  2.56822
B  2.03752  4.18704  2.03973
C  2.03695  2.65422  1.68042
C  3.20151  1.84561  2.31004
C  4.44985  1.76986  1.41414
F  5.55426  1.90254  2.14411
F  4.46412  2.66228  0.42932
F  4.48869  0.55900  0.80360
O  0.86563  4.92283  1.76887
H  -4.07514  8.19602  -2.82003
H  -0.77852  5.60541  -2.39726
H  -1.78542  5.11711  -0.94613
H  -0.97442  6.93070  0.33851
H  -0.35802  7.80007  -1.12366
H  0.75082  5.10962  -0.88551
H  1.66611  6.63648  -1.07855
H  1.71260  7.38518  6.19260
H  2.03824  2.49963  0.59038
H  1.08584  2.21384  2.07362
H  2.85508  0.80440  2.39128
H  3.46567  2.15048  3.32693
C  -0.21074  4.14379  7.27818
Cl  -1.04896  4.73353  8.71974
Cl  0.89446  5.36422  6.62017
H  0.35959  3.26018  7.54277
H  -0.94734  3.89713  6.52116
C  -6.74415  6.44968  -5.16308
Cl  -5.34976  7.16303  -4.33919
Cl  -7.89393  5.76082  -4.00840
H  -7.24615  7.21879  -5.74089
H  -6.39569  5.66429  -5.81756
C  2.56943  -2.45050  0.77757
Cl  2.59513  -4.03655  -0.00811
Cl  0.96343  -1.71613  0.70773
H  2.85403  -2.57204  1.81716
H  3.27461  -1.79898  0.27380
C  1.96938  -7.41628  0.73312
Cl  0.29572  -7.23780  1.27947
Cl  2.19173  -8.89876  -0.20205
H  2.22249  -6.56629  0.10985
H  2.61918  -7.44871  1.60078
C  -4.82906  2.07669  -9.37491
Cl  -5.96725  1.42906  -8.18087
Cl  -5.05080  3.81605  -9.61287
H  -3.81769  1.89382  -9.02513
H  -4.99116  1.57053  -10.32019
C  -0.95897  1.12819  -10.74225
Cl  -2.11084  0.51511  -9.55065
Cl  -1.14233  2.86696  -11.00446
H  0.03606  0.92266  -10.37296
H  -1.12391  0.61202  -11.68192
C  0.32183  4.42763  -5.35519
Cl  -0.65356  5.66654  -4.54641
Cl  -0.39415  3.81359  -6.85273
H  1.28548  4.86501  -5.59350
H  0.45311  3.59149  -4.67581
C  -2.51758  -1.91167  -6.17434
Cl  -3.81290  -0.85841  -6.76446
Cl  -1.03491  -1.69452  -7.10752
H  -2.31596  -1.67225  -5.13517
H  -2.83892  -2.94372  -6.26138
C  -4.56916  1.54884  -2.65143
Cl  -4.28072  0.43374  -1.30657
Cl  -3.69585  3.06720  -2.43840
H  -4.23613  1.08152  -3.57046
H  -5.63113  1.76163  -2.70810
C  -1.28880  -8.34393  4.51273
Cl  0.06695  -7.57813  5.35141
Cl  -1.72235  -9.88744  5.25630
H  -2.14567  -7.68105  4.55934
H  -1.00622  -8.51756  3.48013
C  -0.87284  -13.63885  5.97728
Cl  -0.27529  -14.70033  4.69638
Cl  0.26203  -13.54965  7.32848
H  -1.01061  -12.64348  5.56897
H  -1.81889  -14.02668  6.33932
C  0.47384  0.16141  4.46496
Cl  1.10247  1.61338  5.26245
Cl  0.26505  0.41753  2.73003
H  1.17496  -0.65272  4.61643
H  -0.48671  -0.08993  4.90084
C  3.74364  10.68643  6.38156
Cl  3.67705  9.11009  5.57031
Cl  2.15351  11.45906  6.41356
H  4.08366  10.54368  7.40158
H  4.43487  11.32958  5.84712
C  -0.25921  -18.35551  6.27270
Cl  -1.93528  -18.17163  6.80688
Cl  -0.04166  -19.84171  5.34056
H  0.00631  -17.50726  5.64974
H  0.38528  -18.39021  7.14406
C  3.09238  -9.42394  5.15120
Cl  3.54392  -9.40170  3.44050
Cl  2.35838  -10.96266  5.60576
H  3.98245  -9.26859  5.75134
H  2.37701  -8.62881  5.32984
C  2.64313  0.35358  -7.95155
Cl  1.53220  1.56657  -7.29005
Cl  2.05949  -0.36263  -9.46090
H  3.59250  0.83960  -8.14812
H  2.77773  -0.44036  -7.22467